(1)
Formula: C28H25Cl5N8NiO3S4
Source: the OMol25 dataset
Level of theory: ωB97M-V/def2-TZVPD

Last column: Mulliken charge in e.
Geometry (Å):
1 Ni 0.31491 -0.39960 0.13572  -0.31
2 C 1.23427 -0.06683 5.00771  -1.34
3 C 0.45556 -0.41594 3.75318  -0.43
4 S 1.40906 -0.10285 2.25015  0.71
5 O 1.97095 1.26484 2.38651  -0.70
6 C 2.80416 -1.27311 2.46495  -0.80
7 C 4.06922 -0.56813 2.92141  -1.32
8 H 0.56810 -0.07723 5.86930  0.45
9 H 1.67184 0.92700 4.92098  0.34
10 H 2.02830 -0.78875 5.19418  0.25
11 H -0.43115 0.21052 3.63487  0.46
12 H 0.13745 -1.45692 3.72412  0.32
13 H 2.92883 -1.75279 1.49584  0.43
14 H 2.47154 -2.03756 3.16354  0.62
15 H 4.23024 0.34835 2.35556  0.28
16 H 4.92334 -1.22845 2.77148  0.42
17 H 4.02482 -0.30033 3.97480  0.31
18 N 4.79057 -1.09390 -2.47643  -0.83
19 N 3.91177 -0.44847 -1.62797  1.04
20 N 4.10657 0.77770 -1.19828  -0.94
21 C 2.98652 1.00041 -0.52671  -0.48
22 N 2.16381 -0.05975 -0.58937  0.86
23 N 2.78465 -0.97897 -1.28764  -0.40
24 H 5.68358 -1.19212 -2.00214  0.27
25 H 4.39212 -2.01342 -2.65374  0.33
26 H 2.77325 1.89446 0.02719  0.59
27 S -0.95454 6.23894 -0.89169  -0.28
28 C -0.56350 4.54746 -0.62912  1.18
29 C -0.54088 4.10885 0.69226  -1.14
30 C -0.21083 2.79564 0.95606  -0.46
31 N 0.08494 1.90412 0.00662  0.79
32 C 0.05459 2.33498 -1.25536  -1.04
33 C -0.25190 3.63292 -1.62479  -0.92
34 C -1.20573 6.30878 -2.64785  0.20
35 C -2.28782 5.67763 -3.24723  -0.11
36 C -2.44821 5.81349 -4.61643  -0.33
37 N -1.63450 6.53073 -5.38660  -0.59
38 C -0.61097 7.13497 -4.79963  -0.34
39 C -0.34479 7.05188 -3.43788  -0.15
40 H -0.78486 4.77702 1.50637  0.43
41 H -0.18911 2.44207 1.97700  0.34
42 H 0.28225 1.59720 -2.01746  0.38
43 H -0.24876 3.90627 -2.67021  0.41
44 H -2.98724 5.09583 -2.66359  0.44
45 H -3.27608 5.32745 -5.11777  0.38
46 H 0.03751 7.71537 -5.44507  0.36
47 H 0.51226 7.55106 -3.00921  0.40
48 Cl -2.80366 0.93780 -0.10730  -0.16
49 C -2.55700 -0.47393 0.86041  0.69
50 C -1.28986 -1.06284 0.92228  -1.59
51 C -1.22875 -2.26757 1.62465  1.70
52 Cl 0.27411 -3.14566 1.63356  0.04
53 C -2.31575 -2.83663 2.28036  -0.12
54 Cl -2.15019 -4.32701 3.12291  -0.16
55 C -3.54674 -2.19483 2.23214  0.12
56 Cl -4.90683 -2.87321 3.03664  -0.19
57 C -3.66899 -1.01173 1.50907  0.35
58 Cl -5.20171 -0.23421 1.42039  -0.19
59 O 1.63905 -5.39585 -0.30371  -0.61
60 S 0.87993 -5.11951 -1.49031  1.14
61 O 1.16017 -5.86666 -2.67928  -0.68
62 N 0.99040 -3.48373 -1.81307  -0.38
63 C -0.14586 -2.90919 -1.64724  0.12
64 S -0.39352 -1.19000 -1.81680  -0.54
65 C -1.28802 -3.80206 -1.29025  0.52
66 C -2.61645 -3.47465 -1.08495  -0.48
67 C -3.48904 -4.48825 -0.70738  -0.70
68 C -3.04089 -5.79464 -0.54290  -0.55
69 C -1.70677 -6.12617 -0.76338  -0.72
70 C -0.86038 -5.10816 -1.13884  0.32
71 H -2.94819 -2.45266 -1.20979  0.61
72 H -4.53149 -4.25780 -0.53253  0.46
73 H -3.73964 -6.56289 -0.24084  0.41
74 H -1.35000 -7.13878 -0.64150  0.47

Properties
- HOMO (alpha / beta): -8.159 / -8.154 eV
- Energy: -7147.70883 a.u.
- ΔE to the lowest compared entry with this formula, charge and spin: 4.4 kJ/mol
- Spin multiplicity: 1
- Frontier orbital gap (alpha / beta): 7.915 / 7.920 eV
- Lowest unoccupied orbital energy (alpha / beta): -0.24 / -0.23 eV
- Total charge: 0



(2)
Formula: C9H10Cl2O9P2PtS4Sb
Source: the OMol25 dataset
Level of theory: ωB97M-V/def2-TZVPD

Last column: Mulliken charge in e.
Geometry (Å):
1 Pt -1.47971 -0.52125 -0.04170  1.80
2 C 0.23835 -0.42630 -3.36977  -1.63
3 C 1.19303 -1.45879 -2.80583  0.90
4 O 1.79456 -2.17355 -3.88007  -0.62
5 P 2.54445 -0.65860 -1.80250  0.64
6 O 3.31953 0.31958 -2.81257  -0.57
7 O 3.61016 -1.81046 -1.59968  -0.57
8 O 2.08129 0.04455 -0.59875  -0.44
9 P 0.44604 -2.71950 -1.65130  0.55
10 O -0.71251 -3.33522 -2.59153  -0.56
11 O 1.55864 -3.69916 -1.45347  -0.84
12 O -0.20831 -2.19808 -0.37347  -0.52
13 H 0.76671 0.16176 -4.12264  0.45
14 H -0.11583 0.24846 -2.59516  0.29
15 H -0.61194 -0.92147 -3.83680  0.35
16 H 2.06469 -3.04046 -3.54356  0.48
17 H 3.21526 1.22104 -2.47652  0.33
18 H 3.12712 -2.64048 -1.34123  0.48
19 H -1.31064 -3.88905 -2.07053  0.35
20 Cl 1.00032 4.10299 5.48914  -0.26
21 C 0.52851 2.82197 4.40151  0.28
22 C 0.14254 1.58250 4.93040  -0.63
23 C -0.23486 0.57226 4.09265  0.46
24 Cl -0.69586 -0.95983 4.75633  -0.23
25 C -0.26369 0.70746 2.65995  0.08
26 O -0.59816 -0.29751 1.95557  -1.07
27 C 0.13554 1.98924 2.17463  0.92
28 C 0.13806 2.31825 0.77141  -0.14
29 O -0.27022 1.64743 -0.16352  -0.56
30 C 0.53136 3.01352 3.05356  -1.09
31 H 0.14645 1.42452 6.00036  0.43
32 H 0.54434 3.32227 0.54750  0.26
33 H 0.84107 3.96589 2.63694  0.34
34 S -6.11425 0.78283 -1.66583  -0.47
35 Sb -5.10804 -0.12992 0.19417  0.70
36 S -2.97357 1.12725 0.17738  -0.12
37 S -3.07374 -1.85763 -0.73064  -0.37
38 S -6.19669 1.36347 1.68559  -0.40

Properties
- HOMO (alpha / beta): -5.796 / -5.758 eV
- Energy: -4581.79969 a.u.
- ΔE to the lowest compared entry with this formula, charge and spin: 190.3 kJ/mol
- Spin multiplicity: 5
- Frontier orbital gap (alpha / beta): 7.328 / 5.094 eV
- Lowest unoccupied orbital energy (alpha / beta): 1.53 / -0.66 eV
- Total charge: -1



(3)
Formula: C17H24N2O5
Source: the OMol25 dataset
Level of theory: ωB97M-V/def2-TZVPD

Last column: Mulliken charge in e.
Geometry (Å):
1 C -7.71546 -0.88315 -1.75047  -1.11
2 C -7.03976 0.44348 -1.43658  -0.25
3 O -5.62588 0.28584 -1.28859  -0.34
4 C -5.17300 -0.09124 -0.09157  -0.20
5 O -5.87298 -0.30738 0.86244  -0.59
6 C -3.65711 -0.15382 -0.08962  1.17
7 C -3.17131 -1.24674 0.86108  -1.46
8 C -1.64482 -1.27171 0.90525  -0.59
9 N -1.11113 0.05635 1.13646  0.15
10 C 0.18326 0.42672 0.87896  0.62
11 O 0.52871 1.59313 0.90185  -0.75
12 N 1.02963 -0.62486 0.62176  0.03
13 C 2.39077 -0.58040 0.29840  -0.29
14 C 3.09101 -1.77527 0.24716  -1.52
15 C 4.43697 -1.78584 -0.09029  -0.36
16 C 5.10374 -0.60988 -0.38114  0.77
17 O 6.42340 -0.51326 -0.72298  -0.41
18 C 7.18018 -1.69367 -0.78063  -0.95
19 C 4.39195 0.60920 -0.33012  0.91
20 O 5.11176 1.72400 -0.62740  -0.45
21 C 4.45646 2.96826 -0.58162  -0.90
22 C 3.05013 0.61164 0.00359  -0.14
23 C -2.07165 1.08955 1.45273  -1.09
24 C -3.11540 1.23064 0.34431  -0.76
25 H -7.27798 -1.32683 -2.64157  0.29
26 H -8.77610 -0.72063 -1.91840  0.38
27 H -7.59206 -1.56873 -0.91572  0.31
28 H -7.16160 1.15289 -2.25746  0.32
29 H -7.44648 0.86597 -0.51214  0.32
30 H -3.32634 -0.37510 -1.10740  0.32
31 H -3.59128 -1.07214 1.85122  0.37
32 H -3.52806 -2.22033 0.52075  0.50
33 H -1.27870 -1.65053 -0.05857  0.46
34 H -1.32208 -1.96270 1.69865  0.32
35 H 0.68489 -1.55576 0.79369  0.13
36 H 2.59382 -2.70863 0.47014  0.32
37 H 4.95381 -2.73157 -0.12016  0.37
38 H 6.79083 -2.38886 -1.53295  0.36
39 H 8.18516 -1.38495 -1.06459  0.23
40 H 7.21922 -2.19828 0.19124  0.37
41 H 4.05811 3.17807 0.41586  0.36
42 H 3.64201 3.02125 -1.31122  0.35
43 H 5.21556 3.70770 -0.83252  0.22
44 H 2.49078 1.52816 0.05638  0.76
45 H -1.51343 2.02064 1.56259  0.47
46 H -2.55460 0.85568 2.40655  0.34
47 H -3.92750 1.85952 0.71295  0.39
48 H -2.66798 1.73018 -0.51455  0.25

Properties
- HOMO: -7.482 eV
- Energy: -1147.92257 a.u.
- ΔE to the lowest compared entry with this formula, charge and spin: 160.4 kJ/mol
- Spin multiplicity: 1
- Frontier orbital gap: 8.089 eV
- Lowest unoccupied orbital energy: 0.61 eV
- Total charge: 0



(4)
Formula: C7H8O2
Source: the OMol25 dataset
Level of theory: ωB97M-V/def2-TZVPD

Last column: Mulliken charge in e.
Geometry (Å):
1 C -0.66766 1.44070 2.47280  -0.78
2 C -0.73246 0.86200 1.30884  -0.06
3 C -0.97538 0.02482 0.31262  0.55
4 O -2.22624 -0.34995 -0.09270  -0.51
5 C 0.21224 -0.34967 -0.48008  1.11
6 C 0.36488 -1.77926 -0.94591  -1.69
7 C 0.81737 0.80000 -1.35120  -0.74
8 C 1.38821 0.52247 -0.03748  0.11
9 O 2.37444 0.59196 0.63267  -0.53
10 H -0.75607 0.88466 3.39707  0.23
11 H -0.48744 2.50291 2.56847  0.24
12 H -2.15211 -0.90645 -0.87667  0.35
13 H -0.24668 -1.98008 -1.83004  0.39
14 H 0.07506 -2.47231 -0.15648  0.36
15 H 1.40553 -1.97728 -1.19884  0.40
16 H 0.21059 1.68157 -1.50519  0.27
17 H 1.39574 0.50391 -2.21787  0.31

Properties
- HOMO: -8.737 eV
- Energy: -421.87151 a.u.
- ΔE to the lowest compared entry with this formula, charge and spin: 371.6 kJ/mol
- Spin multiplicity: 1
- Frontier orbital gap: 9.262 eV
- Lowest unoccupied orbital energy: 0.52 eV
- Total charge: 0